54
Properties=species:S:1:pos:R:3 method="wB97M-V/def2-TZVPD" de_lowest_kj_mol=1828.0 e_homo_ev=-11.30 gap_ev=7.137 total_charge=+1
C 5.282 4.014 1.061
H 5.263 3.729 2.024
H 6.288 4.709 0.838
H 4.419 4.556 0.614
O 5.465 2.698 0.014
C 4.435 1.845 0.145
C 4.686 0.713 -0.570
C 3.850 -0.165 -1.011
C 2.607 -0.117 -0.302
C 2.404 0.882 0.609
C 3.211 2.162 0.791
H 2.913 2.882 1.317
H 1.447 0.777 1.035
N 1.700 -1.122 -0.319
C 1.043 -1.241 -1.829
C 0.126 -2.543 -1.701
N -0.120 -3.224 -0.500
C -1.454 -2.831 0.152
H -1.735 -3.599 0.410
H -2.114 -2.366 -0.593
C -1.469 -1.743 1.138
O -0.691 -0.545 1.127
H -1.003 0.006 0.317
C -2.921 -1.167 1.590
H -3.570 -1.875 1.260
H -2.837 -0.560 2.295
O -3.083 -0.642 0.241
C -3.850 0.792 0.214
C -5.061 0.763 1.200
C -5.766 1.867 1.029
C -5.543 2.975 -0.068
C -4.499 2.698 -0.978
C -3.586 1.666 -0.695
N -2.480 1.446 -1.569
O -1.555 0.779 -1.214
O -2.379 2.481 -2.488
H -4.211 3.465 -1.780
H -6.207 3.737 0.148
H -6.664 2.060 1.635
H -5.318 0.176 1.925
H -0.986 -2.264 2.321
C 0.840 -3.415 0.469
C 2.088 -2.595 0.028
H 2.762 -3.062 -0.790
H 2.693 -2.414 0.825
H 1.426 -4.575 -0.061
H 0.786 -3.607 1.327
H 0.894 -3.419 -2.338
H -0.677 -2.202 -2.502
H 1.700 -1.132 -2.415
H 0.464 -0.280 -1.841
H 0.896 -0.961 0.251
H 4.304 -0.953 -1.633
H 5.787 0.744 -1.155